Density functional theory data (ωB97M-V/def2-TZVPD) for a molecular structure, C29H22ClN3O7PYb at a distorted geometry.

Computed properties:
spin multiplicity	2
<S²>	0.758
electronic energy	-3769.1916	a.u.
LUMO level (spin up / spin down)	-1.8 / -1.8	eV
M	764.0	Da
total charge	0
HOMO energy (spin up / spin down)	-0.227 / -0.259	hartree

Positions of all 64 atoms, in Å:
Yb (-1.2138, -1.6560, 0.6423)
Cl (-0.6203, 0.9246, 0.1897)
P (0.9116, 2.2614, -0.6476)
O (-3.1636, -2.4473, -0.3158)
O (-4.3963, -2.8330, 3.4907)
O (-0.7182, -3.2789, -0.8147)
O (-3.8503, -8.5163, 0.4794)
O (-5.0465, -7.8030, 2.1779)
O (-0.7370, -5.2342, -1.8280)
O (-2.8160, -1.9209, 2.2547)
N (-4.2421, -7.6051, 1.2425)
N (-3.7117, -2.8341, 2.4718)
N (-1.2662, -4.4264, -1.0692)
C (1.0023, -0.9157, 2.1592)
C (1.3510, 3.3269, 0.7227)
C (2.3929, 1.6812, -1.4841)
C (-3.1859, -3.6070, 0.2081)
C (2.7414, 2.3014, -2.7104)
C (4.6046, 0.6692, -1.4140)
C (0.0678, -1.5702, 3.0149)
C (-1.5901, 4.4430, -3.7906)
C (4.9421, 1.3081, -2.6146)
C (2.8512, 5.0446, 1.5654)
C (-0.8018, 2.3758, -2.8066)
C (-1.5463, 3.0428, -3.7773)
C (1.9198, 5.3688, 2.5587)
C (1.0067, -3.1526, 1.6218)
C (-3.7818, -3.8913, 1.5088)
C (1.5732, -1.8911, 1.2896)
C (-0.9041, 5.1771, -2.8223)
C (-3.7571, -6.2595, 1.0088)
C (0.7289, 4.6429, 2.6635)
C (-0.1703, 4.5270, -1.8291)
C (0.4406, 3.6192, 1.7609)
C (0.0810, -2.9545, 2.6846)
C (-2.4753, -4.7370, -0.3633)
C (4.0113, 2.1315, -3.2579)
C (-2.8605, -6.0367, -0.0426)
C (3.3468, 0.8585, -0.8373)
C (2.5829, 4.0171, 0.6627)
C (-4.1708, -5.1955, 1.8257)
C (-0.1040, 3.1229, -1.8393)
H (-0.4826, 3.0482, 1.8623)
H (1.2945, -4.1100, 1.1897)
H (-2.4377, -6.8720, -0.5911)
H (-0.9389, 6.2658, -2.8217)
H (4.2680, 2.6477, -4.1844)
H (1.2695, 0.1405, 2.2030)
H (-2.0914, 2.4668, -4.5224)
H (3.7905, 5.5895, 1.4827)
H (3.0965, 0.3866, 0.1153)
H (-0.5121, -1.1059, 3.8107)
H (-0.4439, -3.7374, 3.2247)
H (-4.7592, -5.3804, 2.7218)
H (0.0091, 4.8826, 3.4485)
H (5.3397, 0.0290, -0.9177)
H (0.3449, 5.0956, -1.0540)
H (3.3242, 3.7493, -0.0930)
H (2.0139, 2.9298, -3.2283)
H (5.9346, 1.1752, -3.0492)
H (-0.7707, 1.2846, -2.7907)
H (2.1264, 6.1904, 3.2464)
H (-2.1730, 4.9597, -4.5549)
H (2.3714, -1.7130, 0.5628)

Here are the natural (NBO) charges for atoms 1 to 6, given in e:
1. Yb 1.27
2. Cl -0.40
3. P 1.27
4. O -0.64
5. O -0.31
6. O -0.46


Density functional theory data (ωB97M-V/def2-TZVPD) for a single C29H22F5N5O molecule.

Computed properties:
electronic energy	-1966.6504	a.u.
LUMO level	0.3	eV
M	551.5	Da
total charge	0
HOMO energy	-0.304	hartree
SMILES	Cc1nn(Cc2c(F)c(F)c(F)c(F)c2F)c(C)c1NC(=O)c1c(-c2ccccc2)nn(-c2ccccc2)c1C

Positions of all 62 atoms, in Å:
F (0.5646, 2.4301, 7.7728)
F (2.6359, -1.1959, 5.5723)
F (-1.5806, 2.1909, 6.1377)
F (2.6886, 0.7428, 7.4933)
F (0.4775, -1.4277, 3.9459)
O (-1.0158, 1.8861, -1.8026)
N (0.9919, -1.1445, -4.4892)
N (-0.5829, 1.6930, 2.4559)
N (-0.1661, -0.8986, -5.1061)
N (-1.2461, 0.5551, 2.6876)
N (-0.3840, 0.0035, -0.7072)
C (0.5495, 1.4899, 6.8285)
C (2.0963, -1.6185, -6.5619)
C (-1.7409, 0.2975, 4.0138)
C (3.9330, -3.1581, -6.6632)
C (-2.8925, -0.5620, -5.6839)
C (0.4981, -0.4663, 4.8769)
C (-0.2096, 0.0208, -3.0610)
C (-0.1889, 1.6610, 1.1976)
C (-4.1701, -0.2449, -6.0996)
C (-4.2361, 1.5547, -4.5198)
C (2.1994, -0.6186, -2.3432)
C (-0.5958, 0.7475, -1.8331)
C (-0.5470, 1.3631, 5.9799)
C (-0.9185, -0.1933, -4.2785)
C (1.9943, -1.8313, -5.1900)
C (-1.2907, -0.2405, 1.5910)
C (-2.2717, 0.1763, -4.6747)
C (1.6063, -0.3585, 5.7078)
C (1.6335, 0.6290, 6.6888)
C (2.8475, -2.7314, -4.5622)
C (-2.9551, 1.2448, -4.0993)
C (-1.9510, -1.5708, 1.5608)
C (3.0631, -2.2814, -7.2920)
C (3.8174, -3.3843, -5.3026)
C (-0.5953, 0.3864, 4.9923)
C (-4.8486, 0.8133, -5.5156)
C (0.5937, 2.7654, 0.5924)
C (-0.6136, 0.4503, 0.5999)
C (1.0126, -0.6104, -3.2396)
H (-4.6412, -0.8241, -6.8809)
H (0.7203, 3.5597, 1.3216)
H (-2.9833, -1.5000, 1.9022)
H (2.7440, -2.9441, -3.5106)
H (-2.1846, -0.7002, 4.0370)
H (3.1171, -0.5583, -2.9260)
H (-4.7574, 2.3861, -4.0679)
H (-1.9594, -1.9506, 0.5423)
H (-1.4214, -2.2843, 2.1934)
H (4.6925, -3.6710, -7.2335)
H (2.1498, 0.2374, -1.6737)
H (1.5728, 2.4070, 0.2740)
H (-5.8492, 1.0607, -5.8396)
H (1.4054, -0.9367, -7.0319)
H (0.0715, 3.1451, -0.2844)
H (-2.4824, 1.8423, -3.3370)
H (2.2406, -1.5214, -1.7315)
H (-2.4972, 1.0434, 4.2757)
H (-2.3527, -1.3828, -6.1305)
H (-0.1946, -0.9816, -0.8174)
H (3.1409, -2.1110, -8.3551)
H (4.4802, -4.0812, -4.8116)

Here are the natural (NBO) charges for atoms 1 to 6, given in e:
1. F -0.28
2. F -0.28
3. F -0.30
4. F -0.28
5. F -0.31
6. O -0.61


Density functional theory data (ωB97M-V/def2-TZVPD) for a molecular structure, C29H22N3O2PPdSe.

Computed properties:
spin multiplicity	3
<S²>	2.009
electronic energy	-4303.7494	a.u.
energy relative to the best compared isomer or geometry (same formula, charge and spin)	0.0	kJ/mol
LUMO level (spin up / spin down)	-0.4 / -1.3	eV
M	660.9	Da
total charge	0
HOMO energy (spin up / spin down)	-0.276 / -0.291	hartree

Positions of all 59 atoms, in Å:
Pd (0.3906, -1.8490, -0.3020)
Se (-0.3673, -4.2543, -0.1249)
P (0.3115, 0.5765, -0.8917)
O (4.1507, -1.5046, 1.3385)
O (2.5027, -1.9693, -0.1207)
N (-1.6190, -1.5420, -1.4768)
N (1.8991, -6.0863, -0.7770)
N (0.6979, -1.5590, 1.8306)
C (2.3819, -0.4265, -4.2539)
C (1.9405, 4.7476, 0.1640)
C (1.2789, 2.5293, 0.8035)
C (1.1760, 3.1949, -1.5107)
C (0.7314, 0.3076, -2.6536)
C (-2.2859, -0.3139, -1.1529)
C (-2.1295, 2.0073, -0.5646)
C (0.9790, 2.2289, -0.5245)
C (1.4471, -1.6301, 4.4895)
C (-3.6619, -0.2641, -1.0011)
C (-4.2726, 0.9251, -0.6258)
C (1.6541, 4.4510, -1.1634)
C (-0.2760, -1.4980, 2.7921)
C (-0.9532, -1.4800, 5.1287)
C (2.0120, -0.1757, -2.9396)
C (1.0375, -5.3626, -0.5146)
C (-1.6351, -1.3842, 2.4207)
C (2.3856, -1.6689, 3.5089)
C (-3.5104, 2.0637, -0.4176)
C (-0.1716, 0.5122, -3.6949)
C (0.0734, -1.5363, 4.1551)
C (-2.6028, -1.3271, 3.3820)
C (0.1988, 0.2462, -5.0081)
C (-1.4991, 0.8193, -0.9217)
C (2.9869, -1.7019, 1.0446)
C (1.9644, -1.6447, 2.1655)
C (1.4758, -0.2195, -5.2872)
C (1.7548, 3.7880, 1.1481)
C (-2.2601, -1.3791, 4.7531)
H (1.8084, 5.1990, -1.9319)
H (-1.1532, -1.4836, -2.3798)
H (2.7051, -0.3890, -2.1337)
H (-2.2384, -2.3425, -1.5055)
H (1.7617, -0.4326, -6.3097)
H (3.4473, -1.7255, 3.7039)
H (-5.3480, 0.9588, -0.5034)
H (3.3742, -0.8054, -4.4663)
H (-0.6810, -1.5148, 6.1773)
H (-3.0402, -1.3367, 5.5030)
H (1.9897, 4.0140, 2.1809)
H (1.7341, -1.6640, 5.5360)
H (2.3195, 5.7265, 0.4288)
H (0.9636, 2.9641, -2.5476)
H (-1.5312, 2.8914, -0.3800)
H (1.1457, 1.7708, 1.5677)
H (-3.9864, 2.9936, -0.1320)
H (-3.6435, -1.2445, 3.0944)
H (-0.5107, 0.4050, -5.8113)
H (-4.2543, -1.1561, -1.1751)
H (-1.1651, 0.8938, -3.4832)
H (-1.8835, -1.3429, 1.3701)

Here are the natural (NBO) charges for atoms 1 to 6, given in e:
1. Pd 0.94
2. Se -0.26
3. P 0.87
4. O -0.62
5. O -0.73
6. N -0.87


Density functional theory data (ωB97M-V/def2-TZVPD) for a molecular structure, C29H22N3O4ReS at a distorted geometry.

Computed properties:
spin multiplicity	2
<S²>	0.765
electronic energy	-2059.6705	a.u.
LUMO level (spin up / spin down)	-5.5 / -5.3	eV
M	694.8	Da
total charge	+1
HOMO energy (spin up / spin down)	-0.403 / -0.401	hartree

Positions of all 60 atoms, in Å:
Re (0.1188, 0.0608, -0.0416)
S (-0.2740, -3.3542, -3.2014)
O (1.8952, 0.4328, -0.9168)
O (1.4672, -0.3605, 1.5770)
O (-1.3236, 0.9958, -1.4482)
O (1.0673, -0.3817, 2.7902)
N (0.2624, 2.0052, 0.8505)
N (0.0963, -1.2375, -1.7906)
N (-1.7065, 0.3188, 1.0607)
C (-4.2080, -1.1923, -1.0680)
C (0.7727, 0.6636, -4.8880)
C (-0.4181, -2.0246, 0.6171)
C (-2.7071, 0.0198, -3.0753)
C (2.1716, 2.7696, -0.4733)
C (-3.7033, -0.8702, -3.3924)
C (-2.8888, 0.0473, 0.6389)
C (1.0730, 2.9129, 0.4277)
C (-3.1449, -0.3629, -0.7130)
C (-1.1039, -4.6756, 1.2214)
C (4.0298, 3.8514, -1.6119)
C (-4.4539, -1.4887, -2.3911)
C (4.4873, 2.6089, -2.0622)
C (-0.2314, -2.5063, -1.7037)
C (0.2937, -1.6514, -5.3784)
C (-2.3375, 0.2484, -1.7314)
C (-0.8619, -4.3164, -0.0890)
C (3.7891, 1.4683, -1.7707)
C (0.1502, -1.8697, -4.0170)
C (2.9133, 3.9158, -0.8131)
C (0.6103, -0.3764, -5.8020)
C (2.5800, 1.5041, -1.0194)
C (-0.9860, -3.7294, 2.2261)
C (-0.5214, -2.9967, -0.3918)
C (0.3153, -0.8306, -3.0815)
C (0.6191, 0.4548, -3.5335)
C (-1.4867, 1.0923, 2.2601)
C (-0.6361, -2.4174, 1.9211)
C (-0.7776, 2.3738, 1.7941)
H (-3.7483, 0.2258, 1.2870)
H (-2.4188, 1.3241, 2.7831)
H (-0.8070, 0.5432, 2.9242)
H (-4.8039, -1.6379, -0.2848)
H (-0.3496, 2.8945, 2.6547)
H (-0.4746, -1.7273, 2.7415)
H (-1.4997, 3.0309, 1.2926)
H (0.7019, 1.2745, -2.8379)
H (-0.9136, -5.0446, -0.8830)
H (-3.8970, -1.0945, -4.4315)
H (0.9349, 3.9266, 0.8132)
H (-1.3680, -5.6942, 1.4616)
H (-5.2371, -2.1786, -2.6555)
H (-2.1350, 0.5261, -3.8378)
H (-1.1469, -4.0123, 3.2561)
H (0.1432, -2.4542, -6.0818)
H (0.7258, -0.1810, -6.8561)
H (1.0122, 1.6524, -5.2464)
H (5.3877, 2.5563, -2.6564)
H (4.5532, 4.7530, -1.8870)
H (4.1238, 0.5093, -2.1339)
H (2.5791, 4.8702, -0.4342)

Here are the natural (NBO) charges for atoms 1 to 6, given in e:
1. Re 1.57
2. S 0.49
3. O -0.67
4. O -0.08
5. O -0.72
6. O -0.15